One molecule with the formula H3OPS2 in a non-equilibrium geometry. Source: the Open Molecules 2025 dataset; level of theory: ωB97M-V/def2-TZVPD.

```
! RIJCOSX wB97M-V def2-TZVPD def2/J DEFGRID3
* xyz 0 3
O 0.232 -2.010 -0.066
P 0.506 0.946 -1.075
S -1.340 -0.294 1.793
S 0.192 -0.520 0.670
H -0.307 2.094 -0.627
H -0.696 0.340 -1.790
H 1.413 -0.555 1.095
*
```

energy: -33048.659 eV
ΔE to the lowest compared entry with this formula, charge and spin: 4.635 eV
frontier orbital gap (alpha / beta): 6.561 / 6.172 eV

Atom charges from the Löwdin analysis, given in e for atoms 1 to 2: O -0.61; P 0.50

---

CH2EuO4 as an isolated structure in a non-equilibrium geometry. Source: the Open Molecules 2025 dataset; level of theory: ωB97M-V/def2-TZVPD.

```
! RIJCOSX wB97M-V def2-TZVPD def2/J DEFGRID3
* xyz 1 9
O -0.214 0.694 -0.944
Eu -0.598 1.957 1.058
O -0.466 0.559 2.687
H -1.008 -0.199 2.897
C 0.064 -0.434 -1.374
O -0.890 -1.075 -1.963
O 1.239 -0.942 -1.496
H 1.873 -0.560 -0.865
*
```

energy: -28580.403 eV
ΔE to the lowest compared entry with this formula, charge and spin: 0.000 eV
frontier orbital gap (alpha / beta): 8.206 / 6.242 eV

Atom charges from the Löwdin analysis, given in e for atoms 1 to 2: O -0.08; Eu 1.61

---

C41H37Br2F6O4P as an isolated structure in a non-equilibrium geometry. Source: the Open Molecules 2025 dataset; level of theory: ωB97M-V/def2-TZVPD.

```
! RIJCOSX wB97M-V def2-TZVPD def2/J DEFGRID3
* xyz 0 1
C -1.269 3.233 0.491
C -0.996 4.632 0.405
O -1.093 6.092 0.067
P -2.233 6.698 1.262
O -1.654 6.206 2.682
O -2.356 8.434 1.315
Br -1.970 9.213 -0.297
O -3.736 5.858 0.996
C -4.353 6.204 -0.294
Br -3.694 5.106 -1.852
C -5.974 5.822 -0.142
C -6.350 5.731 1.473
H -1.772 2.192 0.788
H -4.206 7.330 -0.608
H -6.272 4.857 -0.737
H -6.594 6.729 -0.575
H -5.993 6.746 1.958
H -7.531 5.592 1.508
H -5.898 4.779 2.000
F 0.355 -1.406 -1.283
C 1.404 -0.596 -1.088
C 2.691 -1.120 -1.130
C 3.784 -0.276 -0.932
C 3.576 1.083 -0.683
C 2.280 1.599 -0.637
C 1.189 0.757 -0.846
H 2.833 -2.180 -1.317
H 4.794 -0.675 -0.972
H 4.429 1.740 -0.524
H 2.121 2.656 -0.439
H 0.175 1.143 -0.823
F 5.519 4.648 -1.234
C 4.452 5.210 -1.817
C 4.573 5.743 -3.096
C 3.461 6.324 -3.705
C 2.243 6.376 -3.024
C 2.133 5.844 -1.738
C 3.242 5.253 -1.134
H 5.530 5.700 -3.606
H 3.543 6.736 -4.708
H 1.377 6.834 -3.498
H 1.185 5.889 -1.208
H 3.172 4.826 -0.139
F -8.581 3.594 0.057
C -9.648 4.157 -0.526
C -9.527 4.689 -1.805
C -10.639 5.270 -2.415
C -11.857 5.323 -1.733
C -11.967 4.790 -0.448
C -10.858 4.199 0.157
H -8.570 4.647 -2.316
H -10.557 5.682 -3.417
H -12.723 5.780 -2.207
H -12.915 4.836 0.082
H -10.928 3.772 1.152
F 2.320 -4.770 -1.025
C 1.360 -4.951 -0.108
C 1.409 -6.063 0.725
C 0.413 -6.249 1.683
C -0.629 -5.325 1.790
C -0.673 -4.214 0.947
C 0.330 -4.023 -0.004
H 2.222 -6.775 0.621
H 0.447 -7.111 2.344
H -1.409 -5.472 2.535
H -1.487 -3.498 1.029
H 0.316 -3.160 -0.662
F 3.820 -7.679 1.717
C 4.050 -8.998 1.762
C 4.018 -9.657 2.986
C 4.253 -11.031 3.033
C 4.529 -11.730 1.855
C 4.564 -11.058 0.632
C 4.318 -9.686 0.584
H 3.811 -9.096 3.892
H 4.223 -11.557 3.984
H 4.717 -12.801 1.892
H 4.783 -11.603 -0.283
H 4.332 -9.150 -0.359
F 7.218 -2.244 -0.206
C 6.805 -3.390 0.350
C 7.706 -4.164 1.072
C 7.275 -5.355 1.656
C 5.948 -5.764 1.503
C 5.052 -4.982 0.773
C 5.481 -3.786 0.198
H 8.735 -3.835 1.173
H 7.970 -5.964 2.228
H 5.613 -6.695 1.955
H 4.020 -5.304 0.651
H 4.795 -3.161 -0.365
*
```

energy: -216977.541 eV
frontier orbital gap: 7.153 eV

Atom charges from the Löwdin analysis, given in e for atoms 1 to 2: C 0.10; C -0.15

---

One molecule with the formula C4H6N2O in a non-equilibrium geometry. Source: the Open Molecules 2025 dataset; level of theory: ωB97M-V/def2-TZVPD.

```
! RIJCOSX wB97M-V def2-TZVPD def2/J DEFGRID3
* xyz 0 1
C 1.864 -0.719 -0.036
C 0.405 -0.020 0.086
C 0.077 1.355 -0.001
C -1.312 1.388 0.045
N -1.924 0.200 -0.056
N -0.844 -0.639 -0.162
O -1.543 -1.887 0.134
H 2.257 -1.141 -0.920
H 2.479 0.087 -0.062
H 2.076 -1.248 0.960
H 0.914 2.069 0.210
H -2.027 2.313 0.056
H -2.420 -1.759 -0.252
*
```

SMILES: Cc1ccnn1O
energy: -9268.631 eV
ΔE to the lowest compared entry with this formula, charge and spin: 4.871 eV
frontier orbital gap: 10.171 eV

Atom charges from the Löwdin analysis, given in e for atoms 1 to 2: C 0.00; C -0.16

---

A 3-piece molecular cluster, C16H29O2 overall in a non-equilibrium geometry. Source: the Open Molecules 2025 dataset; level of theory: ωB97M-V/def2-TZVPD.

```
! RIJCOSX wB97M-V def2-TZVPD def2/J DEFGRID3
* xyz -1 1
C 4.254 -1.287 -0.266
C 2.681 -1.463 -0.710
C 2.387 -0.549 -2.076
C 1.077 -1.194 -2.828
C -0.301 -0.728 -2.017
C -1.425 -1.876 -1.673
C -2.811 -1.374 -0.887
C -3.043 0.215 -0.420
C -1.902 1.361 -0.749
C -0.565 0.859 -1.565
H 4.988 -1.719 -1.074
H 4.492 -0.169 -0.002
H 2.013 -1.067 0.192
H 2.444 -2.603 -0.871
H 3.340 -0.465 -2.771
H 2.207 0.554 -1.660
H 1.003 -0.925 -3.984
H 1.171 -2.382 -2.800
H -1.301 -3.013 -1.957
H -3.637 -2.199 -0.670
H -4.024 0.541 0.147
H -1.974 2.498 -0.482
H 0.296 1.630 -1.838
C -0.104 5.963 0.125
C 0.586 4.646 -0.190
C 1.983 4.595 0.409
O 0.673 4.484 -1.604
H 0.453 6.808 -0.295
H -1.103 5.991 -0.323
H -0.200 6.110 1.205
H -0.011 3.815 0.199
H 2.614 5.392 -0.001
H 2.473 3.647 0.163
H 1.950 4.701 1.497
H 1.202 5.218 -1.958
C -0.682 -3.313 3.020
C -2.115 -3.807 3.127
C -2.430 -4.834 2.051
O -3.006 -2.702 3.000
H -0.506 -2.826 2.054
H -0.473 -2.565 3.793
H 0.029 -4.138 3.130
H -2.280 -4.248 4.116
H -2.316 -4.401 1.051
H -3.468 -5.171 2.133
H -1.771 -5.704 2.132
H -2.868 -2.304 2.125
*
```

energy: -21145.809 eV
frontier orbital gap: 3.552 eV

Atom charges from the Löwdin analysis, given in e for atoms 1 to 2: C -0.32; C -0.40

---

One molecule with the formula C3H2FN in a non-equilibrium geometry. Source: the Open Molecules 2025 dataset; level of theory: ωB97M-V/def2-TZVPD.

```
! RIJCOSX wB97M-V def2-TZVPD def2/J DEFGRID3
* xyz 0 1
H 0.287 0.698 -1.048
N -0.610 1.214 -1.126
C -1.150 0.089 -0.943
F -2.220 -0.229 -1.869
C -0.426 -1.244 -0.200
C -0.449 -2.248 0.501
H -0.082 -3.102 0.873
*
```

SMILES: [H]/N=C(/F)C#C
energy: -7345.952 eV
ΔE to the lowest compared entry with this formula, charge and spin: 3.763 eV
frontier orbital gap: 10.537 eV

Atom charges from the Löwdin analysis, given in e for atoms 1 to 2: H 0.07; N 0.15

---

C42H48Cl3MnN6O2S2 as an isolated structure in a non-equilibrium geometry. Source: the Open Molecules 2025 dataset; level of theory: ωB97M-V/def2-TZVPD.

```
! RIJCOSX wB97M-V def2-TZVPD def2/J DEFGRID3
* xyz 1 2
Mn -0.382 -0.528 -0.502
C -4.292 -5.719 0.002
C -3.762 -4.311 0.004
C -4.540 -3.256 0.464
C -4.045 -1.955 0.441
C -4.879 -0.802 0.933
C -2.768 -1.739 -0.038
C -1.916 -2.786 -0.476
C -2.470 -4.077 -0.457
N -0.645 -2.406 -0.826
C 0.384 -3.344 -1.306
C 0.016 -3.962 -2.669
C 1.148 -4.865 -3.172
C 1.397 -5.982 -2.155
C 1.819 -5.373 -0.816
C 3.101 -4.562 -0.996
C 2.835 -3.446 -2.005
C 2.430 -4.049 -3.353
C 1.691 -2.553 -1.513
C 0.710 -4.458 -0.287
H -5.312 -5.758 0.381
H -3.670 -6.364 0.625
H -4.286 -6.129 -1.009
H -5.541 -3.442 0.835
H -5.868 -1.138 1.241
H -5.003 -0.048 0.154
H -4.402 -0.322 1.790
H -2.411 -0.696 -0.067
H -1.905 -4.930 -0.801
H -0.171 -3.146 -3.375
H -0.904 -4.540 -2.596
H 0.854 -5.301 -4.131
H 2.181 -6.651 -2.521
H 0.489 -6.578 -2.027
H 1.994 -6.172 -0.090
H 3.912 -5.205 -1.349
H 3.410 -4.131 -0.039
H 3.738 -2.838 -2.129
H 3.231 -4.690 -3.731
H 2.266 -3.255 -4.090
H 1.512 -1.804 -2.276
H 1.960 -2.051 -0.570
H 1.043 -3.992 0.646
H -0.175 -5.053 -0.062
Cl -5.035 6.368 1.197
C -3.359 6.249 0.808
C -2.509 5.511 1.616
C -1.174 5.396 1.271
C -0.670 6.006 0.129
C 0.764 5.788 -0.283
C 0.850 4.742 -1.425
N 0.052 3.562 -1.154
C -1.269 3.380 -1.478
C -1.616 2.155 -0.997
N -0.524 1.584 -0.383
C 0.456 2.459 -0.498
O 1.514 5.346 0.819
C 2.868 5.792 0.813
C 3.531 5.326 2.066
C 3.938 6.146 3.076
Cl 3.800 7.850 3.142
S 4.660 5.282 4.378
C 4.410 3.791 3.569
C 3.809 3.962 2.366
C -1.538 6.772 -0.645
Cl -0.966 7.591 -2.068
C -2.878 6.898 -0.318
H -2.891 5.029 2.506
H -0.492 4.833 1.894
H 1.173 6.724 -0.680
H 1.891 4.436 -1.532
H 0.511 5.188 -2.358
H -1.839 4.128 -2.002
H -2.572 1.662 -1.041
H 1.452 2.347 -0.097
H 2.896 6.884 0.758
H 3.397 5.390 -0.061
H 4.725 2.871 4.036
H 3.564 3.148 1.697
H -3.536 7.495 -0.933
N 0.045 -2.439 6.370
C 0.289 -1.247 5.800
S 0.620 0.058 6.796
C 0.229 -1.116 4.352
C -0.047 -2.193 3.498
C -0.099 -2.015 2.136
N 0.115 -0.843 1.524
C 0.373 0.197 2.341
C 0.438 0.110 3.707
H 0.198 -2.519 7.361
H -0.006 -3.291 5.835
H -0.232 -3.184 3.888
H -0.332 -2.850 1.493
H 0.536 1.150 1.858
H 0.653 0.989 4.297
C 1.814 0.800 -3.588
C 0.358 0.427 -3.571
N -0.317 0.567 -4.719
O -0.200 -0.030 -2.574
H 2.057 1.485 -4.398
H 2.406 -0.110 -3.709
H 2.090 1.243 -2.634
H 0.118 0.876 -5.570
H -1.273 0.249 -4.760
*
```

energy: -147922.904 eV
frontier orbital gap (alpha / beta): 5.803 / 6.001 eV

Atom charges from the Löwdin analysis, given in e for atoms 1 to 2: Mn 0.73; C -0.05